{
  "formula": "C10H11IN3",
  "method": "ωB97M-V/def2-TZVPD",
  "total_charge": 1,
  "gap_ev": 7.428,
  "lumo_energy_ev": -5.4,
  "relative_energy_ev": 0.0000,
  "elements": ["C", "C", "C", "C", "C", "C", "C", "C", "C", "C", "N", "N", "N", "I", "H", "H", "H", "H", "H", "H", "H", "H", "H", "H", "H"],
  "positions_angstrom": [[1.58418, 2.31412, -1.26654], [2.29188, 1.08118, -1.09397], [0.25083, 2.21282, -0.91644], [1.67745, -0.09705, -0.67988], [-0.44375, 1.08038, -0.52330], [0.32475, -0.18212, -0.45234], [-1.80493, 0.88534, -0.33195], [-2.27287, -0.17500, 0.71665], [-0.22021, -1.39360, 0.02377], [-1.68020, -1.51074, 0.20448], [2.24847, -1.15428, 2.69400], [0.14944, -1.69227, 1.90913], [1.21589, -1.51999, 2.29176], [-2.11536, -2.27609, -1.85636], [1.75015, 3.19269, -1.86573], [3.32176, 0.99930, -1.42941], [-0.23986, 3.20241, -1.08551], [2.19974, -1.03762, -0.67922], [-2.35973, 1.76638, 0.01245], [-2.38891, 0.66755, -1.21391], [-1.88847, 0.03090, 1.67430], [-3.27550, -0.23649, 0.85733], [0.38795, -2.28352, -0.17649], [-1.91778, -2.37683, 0.80488], [3.20510, -1.49747, 2.38227]],
  "forces_ev_per_a": [[-0.692, -3.651, 0.281], [0.823, 1.033, -0.938], [-1.706, 2.098, -0.164], [0.707, 0.537, -0.721], [4.446, -2.404, -0.453], [-0.551, 3.105, 0.820], [-6.022, 1.105, 2.306], [3.541, -1.014, -3.180], [-0.498, -0.501, -1.044], [-0.099, -0.395, 0.156], [3.386, 0.811, 0.793], [1.032, -0.322, 1.457], [-1.943, -0.415, -1.621], [-0.142, 0.568, 0.782], [1.386, 0.109, 0.329], [-0.024, 0.135, 0.208], [-0.454, -1.208, 0.422], [0.662, -0.058, 0.037], [0.549, 0.524, -0.164], [0.287, -0.278, -0.860], [0.975, 0.152, 1.296], [-3.119, -0.007, -0.194], [-0.492, 0.160, 0.031], [-0.163, -0.079, 0.041], [-1.890, -0.006, 0.380]]
}

{
  "formula": "C10H11N",
  "method": "ωB97M-V/def2-TZVPD",
  "gap_ev": 8.399,
  "lumo_energy_ev": 0.1,
  "relative_energy_ev": 8.6059,
  "elements": ["C", "C", "C", "C", "C", "C", "C", "C", "C", "C", "H", "H", "H", "H", "H", "H", "H", "H", "H", "H", "H", "N"],
  "positions_angstrom": [[-0.71832, 1.02421, 1.84025], [0.42662, 0.43243, 0.83289], [1.65404, 0.92532, 1.26937], [2.84087, 0.89201, 1.67027], [0.00056, -0.18583, -0.43936], [-1.20898, 0.27799, -0.93296], [-1.64827, 0.00270, -2.21091], [-0.64136, -0.84676, -2.92438], [0.45661, -1.55157, -2.25715], [0.76763, -1.34527, -0.93648], [-0.47992, -0.83414, 2.62785], [-2.53762, -0.09732, 2.35963], [-1.74028, 1.53143, 1.21078], [-0.26355, 2.15259, 2.47185], [3.33113, 1.75168, 1.32017], [3.30971, -0.22260, 1.94973], [-1.77195, 0.94941, -0.30467], [-2.43157, 0.64644, -2.93230], [-0.68933, -1.33135, -4.07268], [1.04105, -2.26987, -2.72857], [1.71392, -1.95935, -0.51758], [-1.41100, 0.05786, 2.70426]],
  "forces_ev_per_a": [[-2.318, 4.076, -1.143], [0.432, 3.771, 3.788], [-6.682, -3.697, -2.925], [3.266, -3.239, 0.920], [1.867, -2.309, 2.294], [-0.304, 0.395, -0.571], [2.242, -0.742, -4.780], [-0.506, -2.154, -1.364], [-2.711, 1.665, 0.142], [0.259, 1.974, -0.018], [-4.793, 2.504, 0.488], [4.762, -0.414, 0.978], [3.503, -0.887, 1.680], [-1.097, -3.800, -1.685], [1.899, 0.850, 0.332], [-0.958, 3.533, -0.323], [0.155, 0.107, -0.317], [1.900, -2.139, 2.631], [-0.537, 2.082, 3.057], [0.580, -1.094, -1.497], [-2.530, 2.079, -0.367], [1.571, -2.562, -1.320]]
}

{
  "formula": "C10H11N3",
  "method": "ωB97M-V/def2-TZVPD",
  "total_charge": 2,
  "gap_ev": [5.913, 6.798],
  "smiles": "C=[n+]1cccc/c1=C1/N=CC=[N+]1C",
  "lumo_energy_ev": [-10.8, -10.3],
  "relative_energy_ev": 1.9020,
  "elements": ["C", "N", "C", "C", "C", "C", "C", "C", "N", "C", "C", "N", "C", "H", "H", "H", "H", "H", "H", "H", "H", "H", "H", "H"],
  "positions_angstrom": [[1.96070, 1.41023, 1.08789], [1.27183, 1.33466, -0.01282], [1.67184, 2.12747, -1.09143], [1.38813, 1.78478, -2.36885], [0.63142, 0.61188, -2.61847], [0.08465, -0.07948, -1.56614], [0.27520, 0.33094, -0.23087], [-0.55945, -0.13062, 0.81236], [-1.00533, 0.63212, 1.83629], [-1.89291, -0.05197, 2.50143], [-2.00543, -1.35141, 1.92834], [-1.21341, -1.38299, 0.86865], [-1.00184, -2.54748, 0.05237], [1.72494, 0.77241, 1.93142], [2.76995, 2.11936, 1.19075], [2.26527, 2.99732, -0.84214], [1.73133, 2.39864, -3.18947], [0.42033, 0.31676, -3.63571], [-0.60930, -0.87661, -1.77830], [-2.44184, 0.36547, 3.32605], [-2.59735, -2.18432, 2.26145], [0.00350, -2.56518, -0.36594], [-1.13336, -3.44594, 0.65656], [-1.73887, -2.58604, -0.75343]],
  "forces_ev_per_a": [[-0.476, -0.185, 0.793], [-0.154, -0.254, 0.286], [0.339, 0.679, -1.298], [0.043, 0.080, 0.576], [-0.105, -0.146, 0.249], [0.206, 0.098, -0.059], [-0.644, -0.700, -0.297], [-0.108, -0.171, 0.175], [0.896, 0.895, 0.014], [0.110, 0.020, -0.092], [0.001, 0.229, -0.147], [0.090, 0.630, 0.389], [-0.012, -1.113, -0.719], [-0.084, -0.122, -0.148], [-0.009, 0.187, -0.217], [0.000, -0.094, 0.126], [0.071, 0.078, 0.079], [-0.043, -0.061, -0.044], [-0.057, -0.003, 0.081], [-0.086, -0.051, 0.181], [-0.060, -0.259, -0.085], [-0.061, 0.063, 0.123], [0.051, 0.139, 0.007], [0.091, 0.059, 0.027]]
}

{
  "formula": "C10H11N3O",
  "method": "ωB97M-V/def2-TZVPD",
  "gap_ev": 9.300,
  "smiles": "N#Cc1cncc(OC[C@H]2CCN2)c1",
  "lumo_energy_ev": -0.1,
  "relative_energy_ev": 2.3315,
  "elements": ["N", "C", "C", "C", "N", "C", "C", "O", "C", "C", "C", "C", "N", "C", "H", "H", "H", "H", "H", "H", "H", "H", "H", "H", "H"],
  "positions_angstrom": [[5.31697, -1.90263, -0.14591], [4.44305, -1.12487, -0.06053], [3.41628, -0.11579, -0.02197], [3.73121, 1.22974, -0.05227], [2.77200, 2.19496, -0.09124], [1.49266, 1.81493, -0.03770], [1.07852, 0.43898, 0.00229], [-0.26357, 0.23034, -0.09519], [-0.77912, -1.07018, 0.02246], [-2.30175, -1.06532, 0.07012], [-2.95622, -0.07841, 0.97294], [-3.42744, 0.69057, -0.24564], [-2.96961, -0.43378, -1.14930], [2.08266, -0.52970, 0.01698], [4.77013, 1.60162, -0.05891], [0.78454, 2.62692, -0.07541], [-0.33977, -1.57855, 0.89572], [-0.47809, -1.62490, -0.85254], [-2.60141, -2.11474, 0.15970], [-2.29644, 0.51231, 1.62691], [-3.77947, -0.48713, 1.62851], [-4.51580, 0.94656, -0.33699], [-2.71526, 1.54921, -0.42918], [-2.20046, -0.12348, -1.79546], [1.73638, -1.58664, 0.05262]],
  "forces_ev_per_a": [[-2.176, 1.787, 0.282], [2.302, -1.539, -0.268], [0.002, -0.440, 0.177], [-0.287, 1.185, -0.168], [-0.064, -1.242, 0.413], [0.909, -0.912, -0.231], [0.631, 1.199, -0.459], [0.421, 0.891, 0.425], [-0.063, -0.635, 0.264], [0.526, -0.718, -1.478], [-1.326, 0.581, 2.330], [0.647, 0.902, -1.218], [1.379, -0.016, 0.297], [-1.866, -0.396, 0.071], [-0.636, -0.445, -0.066], [-0.393, -0.088, 0.024], [-0.293, 0.138, 0.009], [0.162, -0.475, -0.486], [0.009, 0.103, 0.204], [-0.103, -0.349, -0.190], [0.838, 0.304, -0.792], [1.129, -0.085, 0.010], [-1.337, -0.360, 0.313], [-1.287, -0.195, 0.657], [0.877, 0.806, -0.121]]
}

{
  "formula": "C10H11NO",
  "method": "ωB97M-V/def2-TZVPD",
  "gap_ev": 9.555,
  "smiles": "N[C@H]1C[C@@H]2O[C@H]1c1ccccc12",
  "lumo_energy_ev": 0.9,
  "relative_energy_ev": 3.2702,
  "elements": ["N", "C", "C", "C", "O", "C", "C", "C", "C", "C", "C", "C", "H", "H", "H", "H", "H", "H", "H", "H", "H", "H", "H"],
  "positions_angstrom": [[-1.86616, 1.23480, -1.21690], [-1.89775, 0.51755, 0.00384], [-1.68287, -1.00904, -0.47953], [-0.66811, -1.45060, 0.52683], [-1.07643, -0.67932, 1.63108], [-0.83130, 0.73875, 1.02158], [0.56921, 0.51577, 0.65389], [1.70180, 1.40610, 0.52526], [2.89747, 0.79835, 0.05932], [2.82451, -0.56581, -0.36121], [1.64989, -1.32885, -0.51624], [0.58275, -0.74852, 0.08213], [-2.59161, 0.90383, -1.77717], [-2.01976, 2.23593, -1.10041], [-2.81414, 0.68656, 0.66392], [-2.52700, -1.59491, -0.31865], [-1.38439, -0.99222, -1.45516], [-0.84577, -2.54188, 0.64978], [-0.93524, 1.37451, 1.84338], [1.67063, 2.44260, 0.97495], [3.80182, 1.42453, 0.05941], [3.78170, -1.13402, -0.51507], [1.66077, -2.23411, -0.95502]],
  "forces_ev_per_a": [[1.143, 2.396, 0.283], [-1.591, -0.879, -0.326], [-0.941, 2.352, 2.702], [-0.949, 0.434, -1.143], [0.484, 0.988, 1.568], [0.636, -3.813, 1.665], [2.073, 1.951, -2.352], [-1.003, -1.280, 0.750], [-1.490, -0.419, 0.287], [1.897, 0.014, -0.639], [1.943, 4.307, 1.764], [0.060, -1.676, 1.501], [-1.274, -0.527, -1.297], [0.050, -0.176, -0.005], [0.528, -0.571, -1.216], [-1.890, -0.752, -0.051], [0.793, -0.170, -2.629], [1.306, 0.684, 0.504], [-0.815, 1.396, 0.900], [0.060, -1.265, -0.853], [-0.230, -0.850, -0.020], [-0.832, 0.941, -0.297], [0.042, -3.085, -1.096]]
}

{
  "formula": "C10H11NO",
  "method": "ωB97M-V/def2-TZVPD",
  "gap_ev": [7.928, 7.294],
  "lumo_energy_ev": [0.0, 0.4],
  "relative_energy_ev": 7.9339,
  "elements": ["C", "C", "C", "C", "C", "C", "C", "C", "C", "C", "N", "O", "H", "H", "H", "H", "H", "H", "H", "H", "H", "H", "H"],
  "positions_angstrom": [[2.84106, -2.40703, -0.49843], [2.39974, -1.88858, 0.70182], [2.62846, -1.69157, -1.64532], [1.58058, -0.74305, 0.73039], [1.72786, -0.67316, -1.66159], [1.22301, -0.17553, -0.50499], [-2.42831, 1.51064, 0.18731], [-2.03061, 0.01781, -0.00137], [-1.20031, 2.21109, 0.86534], [0.43456, 0.99604, -0.39006], [0.13196, 2.13574, 0.24904], [0.06963, 2.08874, -1.18450], [3.71732, -2.97451, -0.50619], [2.72474, -2.31101, 1.57881], [2.94026, -2.19100, -2.57980], [1.23083, -0.44438, 1.67006], [1.65441, -0.19541, -2.68167], [-2.63042, 2.05104, -0.85608], [-3.26053, 1.66624, 0.82539], [-1.91349, -0.61960, 0.91344], [-1.65358, -0.55656, -0.90373], [-1.41070, 3.24472, 0.69945], [-1.11421, 2.10603, 1.94495]],
  "forces_ev_per_a": [[1.058, 1.578, 0.674], [-1.521, 1.887, -1.284], [-1.014, -2.194, -1.335], [1.315, -2.761, -1.245], [0.875, 0.937, -3.734], [-0.607, 2.164, 2.534], [2.579, -1.242, -3.106], [0.783, -0.363, 0.164], [-0.792, 1.437, -0.858], [-1.256, -0.743, -1.992], [-0.133, 0.027, 3.017], [0.250, -1.081, -1.251], [0.759, -1.862, 0.162], [0.566, -0.950, 2.071], [0.242, 0.916, 0.362], [-0.591, 0.914, 0.998], [-0.644, -0.140, 1.481], [0.417, -1.293, 2.297], [-0.866, -0.045, 0.584], [-0.241, 0.860, -0.707], [-1.033, 1.386, 0.833], [-0.310, 1.134, 0.408], [0.165, -0.566, -0.072]]
}